Record 1
The following is a DFT calculation (the ωB97M-V functional and the def2-TZVPD basis) of a structure of composition C19H17B2F11IrNO3S5 at a distorted geometry.

The geometry in ORCA input format:
```
! RIJCOSX wB97M-V def2-TZVPD def2/J DEFGRID3
* xyz -1 2
Ir -1.04 -1.33 -0.47
O -6.67 0.71 -4.43
C -5.70 0.30 -3.85
S -4.09 1.03 -3.95
C -3.27 -0.08 -2.87
C -4.01 -1.06 -2.33
S -3.44 -2.24 -1.23
S -5.71 -1.13 -2.80
S -1.60 0.15 -2.59
O 0.81 -0.37 -1.32
S 2.28 -0.53 -0.99
C 2.63 0.74 0.23
C 1.67 1.68 0.54
C 1.95 2.63 1.51
C 3.17 2.60 2.17
C 4.12 1.64 1.86
C 3.85 0.70 0.88
C 3.03 0.43 -2.34
C 4.40 0.34 -2.56
C 4.98 1.13 -3.54
C 4.20 1.98 -4.30
C 2.83 2.03 -4.11
C 2.24 1.25 -3.12
H 0.70 1.68 0.05
H 1.20 3.37 1.76
H 3.37 3.32 2.95
H 5.05 1.61 2.40
H 4.56 -0.08 0.64
H 5.00 -0.33 -1.95
H 6.05 1.07 -3.71
H 4.66 2.62 -5.05
H 2.21 2.67 -4.72
H 1.17 1.27 -2.96
C -3.92 -0.36 4.05
N -3.16 -1.32 3.28
C -2.72 -2.56 3.90
C -2.86 -1.11 2.01
O -2.23 -1.94 1.33
H -3.44 -0.20 5.01
H -4.94 -0.71 4.22
H -3.94 0.59 3.52
H -2.90 -2.52 4.97
H -1.65 -2.71 3.71
H -3.26 -3.41 3.47
H -3.25 -0.18 1.59
F -0.83 -4.21 -1.37
C -0.24 -3.03 -1.62
F -0.37 -2.84 -2.95
F 1.07 -3.20 -1.42
F 1.34 -3.00 2.95
B 1.70 -1.94 2.14
F 0.54 -1.60 1.30
F 2.04 -0.83 2.89
F 2.74 -2.28 1.27
F -1.48 0.88 0.43
B -2.07 1.95 1.21
F -3.42 2.00 0.86
F -1.42 3.13 0.90
F -1.95 1.62 2.56
*
```

## Properties
ΔE to the lowest compared entry with this formula, charge and spin   155.07 kJ/mol
Kohn-Sham gap (spin up / spin down)   4.916 / 5.428 eV
LUMO (spin up / spin down)   -0.1 / 0.4 eV


Record 2
The following is a DFT calculation (the ωB97M-V functional and the def2-TZVPD basis) of a structure of composition C19H17Br2CdN5O3.

The geometry in ORCA input format:
```
! RIJCOSX wB97M-V def2-TZVPD def2/J DEFGRID3
* xyz 0 1
Cd -0.17 -0.01 -0.62
O -0.28 4.32 -1.85
C 0.92 4.68 -1.33
C 1.20 6.04 -1.26
C 2.40 6.48 -0.73
C 3.34 5.56 -0.26
C 3.06 4.21 -0.34
C 1.86 3.74 -0.87
C 1.57 2.28 -0.89
O 0.47 1.90 -1.51
N 2.40 1.50 -0.26
N 1.93 0.19 -0.23
C 2.75 -0.76 -0.03
C 2.39 -2.17 -0.01
C 3.42 -3.04 0.40
C 3.28 -4.41 0.42
C 2.06 -4.95 0.01
C 1.03 -4.14 -0.41
C 1.14 -2.73 -0.43
O 0.09 -2.06 -0.85
H -0.25 3.33 -1.92
H 0.46 6.73 -1.64
H 2.60 7.54 -0.68
H 4.28 5.91 0.15
H 3.78 3.48 0.02
H 3.80 -0.50 0.12
H 4.36 -2.60 0.71
H 4.09 -5.04 0.74
H 1.92 -6.03 0.01
H 0.08 -4.55 -0.73
Br -0.34 -0.50 2.67
C -1.90 -1.58 2.97
Br -2.52 -2.53 1.43
H -2.69 -0.92 3.31
H -1.63 -2.31 3.72
N -2.62 4.68 0.58
C -2.87 3.39 0.22
C -1.87 2.41 0.31
N -2.10 1.17 -0.07
C -3.32 0.85 -0.53
C -4.30 1.82 -0.57
N -4.09 3.08 -0.21
H -1.67 5.01 0.56
H -3.33 5.35 0.34
H -0.88 2.66 0.67
H -3.49 -0.17 -0.83
H -5.30 1.57 -0.93
*
```

## Properties
ΔE to the lowest compared entry with this formula, charge and spin   28.70 kJ/mol
Kohn-Sham gap   7.179 eV
LUMO   -0.3 eV


Record 3
The following is a DFT calculation (the ωB97M-V functional and the def2-TZVPD basis) of a structure of composition C19H17Cl2HfN3O5S.

The geometry in ORCA input format:
```
! RIJCOSX wB97M-V def2-TZVPD def2/J DEFGRID3
* xyz 2 1
Hf 0.28 -0.01 -0.27
O -0.90 2.30 2.82
C -0.30 2.03 1.84
O -0.75 1.14 0.91
C 1.13 2.51 1.56
C 2.10 1.33 1.83
C 3.51 1.85 2.06
C 3.91 2.32 0.64
C 2.70 1.96 -0.19
O 2.21 0.71 0.48
C 1.52 2.90 0.09
C 0.41 2.74 -0.97
O -0.36 3.60 -1.23
O 0.40 1.50 -1.55
H 1.32 3.32 2.25
H 1.77 0.57 2.53
H 3.51 2.65 2.80
H 4.16 1.06 2.42
H 4.12 3.39 0.59
H 4.80 1.79 0.29
H 2.89 1.74 -1.24
H 1.81 3.95 0.06
N -2.00 -3.42 1.30
C -1.56 -3.12 2.58
C -1.89 -3.67 3.81
C -1.30 -3.10 4.91
C -0.42 -2.01 4.79
C -0.09 -1.48 3.56
C -0.68 -2.05 2.43
N -0.57 -1.74 1.07
C -1.39 -2.59 0.45
C -1.66 -2.42 -0.97
C -2.42 -3.15 -1.83
S -2.49 -2.38 -3.35
C -1.51 -1.12 -2.78
N -1.14 -1.27 -1.53
H -2.69 -4.11 1.06
H -2.58 -4.50 3.90
H -1.52 -3.49 5.90
H 0.01 -1.58 5.68
H 0.57 -0.63 3.50
H -2.94 -4.07 -1.65
H -1.22 -0.28 -3.39
Cl 1.97 -0.81 -2.87
C 2.54 -2.36 -2.22
Cl 1.95 -2.49 -0.54
H 3.62 -2.37 -2.22
H 2.12 -3.17 -2.80
*
```

## Properties
ΔE to the lowest compared entry with this formula, charge and spin   33.83 kJ/mol
Kohn-Sham gap   8.116 eV
LUMO   -6.6 eV


Record 4
The following is a DFT calculation (the ωB97M-V functional and the def2-TZVPD basis) of a structure of composition C19H17FeN3O2S.

The geometry in ORCA input format:
```
! RIJCOSX wB97M-V def2-TZVPD def2/J DEFGRID3
* xyz 0 5
Fe 0.01 0.71 -0.05
O -1.52 1.88 0.29
C -2.31 1.85 1.32
C -3.68 2.17 1.17
C -4.53 2.15 2.24
C -4.09 1.82 3.53
C -2.77 1.50 3.70
C -1.86 1.51 2.63
C -0.49 1.17 2.91
N 0.47 1.12 2.06
C 1.79 0.72 2.53
C 2.69 0.52 1.30
N 1.91 -0.19 0.31
C 2.32 -1.31 -0.16
C 1.56 -2.16 -1.04
C 2.24 -3.19 -1.70
C 1.59 -4.07 -2.53
C 0.21 -3.94 -2.69
C -0.50 -2.96 -2.04
C 0.14 -2.02 -1.19
O -0.56 -1.11 -0.59
H -4.02 2.43 0.18
H -5.58 2.40 2.09
H -4.78 1.81 4.37
H -2.39 1.24 4.69
H -0.28 0.93 3.97
H 1.74 -0.21 3.11
H 2.22 1.50 3.17
H 3.62 0.00 1.56
H 2.94 1.51 0.90
H 3.32 -1.67 0.12
H 3.31 -3.28 -1.54
H 2.13 -4.86 -3.04
H -0.32 -4.63 -3.33
H -1.57 -2.88 -2.15
S 0.18 0.79 -4.62
C 1.69 1.34 -4.04
C 1.63 1.53 -2.70
N 0.42 1.22 -2.13
C -0.43 0.80 -3.03
H 2.53 1.50 -4.70
H 2.44 1.88 -2.08
H -1.42 0.48 -2.78
*
```

## Properties
Kohn-Sham gap (spin up / spin down)   7.903 / 8.024 eV
LUMO (spin up / spin down)   0.5 / 0.5 eV


Record 5
The following is a DFT calculation (the ωB97M-V functional and the def2-TZVPD basis) of the molecule C19H17N3O4S at a distorted geometry.

The geometry in ORCA input format:
```
! RIJCOSX wB97M-V def2-TZVPD def2/J DEFGRID3
* xyz 0 1
C 2.70 -2.39 -1.77
C 2.22 -2.08 -0.38
O 1.74 -2.98 0.30
C 2.35 -0.70 0.10
C 3.06 0.24 -0.68
C 3.14 1.53 -0.24
C 2.55 1.93 0.96
C 1.86 1.05 1.76
C 1.76 -0.28 1.32
N 1.08 -1.21 2.08
C 0.16 -0.98 3.06
O -0.03 0.07 3.63
C -0.62 -2.24 3.42
S -2.40 -1.90 3.33
C -2.45 -1.20 1.74
N -1.43 -1.13 0.94
C -1.89 -0.48 -0.18
C -1.22 -0.11 -1.34
C -1.95 0.55 -2.31
C -3.31 0.85 -2.15
C -4.03 1.57 -3.26
C -3.97 0.50 -0.99
C -3.25 -0.16 -0.01
N -3.59 -0.64 1.23
O 2.79 3.25 1.16
C 3.55 3.69 0.06
O 3.77 2.60 -0.82
H 2.23 -1.73 -2.50
H 3.78 -2.28 -1.84
H 2.44 -3.42 -2.00
H 3.53 -0.04 -1.61
H 1.40 1.36 2.68
H 1.08 -2.13 1.63
H -0.40 -3.08 2.76
H -0.44 -2.51 4.46
H -0.18 -0.34 -1.47
H -1.46 0.84 -3.23
H -3.99 0.99 -4.17
H -5.07 1.74 -3.00
H -3.55 2.53 -3.45
H -5.02 0.73 -0.85
H -4.48 -0.58 1.70
H 3.00 4.49 -0.48
H 4.52 4.09 0.41
*
```

## Properties
Structure (SMILES)   CC(=O)c1cc2c(cc1NC(=O)CSc1nc3ccc(C)cc3[nH]1)OCO2
ΔE to the lowest compared entry with this formula, charge and spin   0.00 kJ/mol
Kohn-Sham gap   8.123 eV
LUMO   0.3 eV


Record 6
The following is a DFT calculation (the ωB97M-V functional and the def2-TZVPD basis) of a structure of composition C19H17N4O5PdS at a distorted geometry.

The geometry in ORCA input format:
```
! RIJCOSX wB97M-V def2-TZVPD def2/J DEFGRID3
* xyz 1 3
Pd 6.60 14.02 4.60
O 8.16 12.46 4.35
C 7.96 11.22 4.40
C 6.75 10.46 4.45
C 6.85 9.07 4.51
C 5.66 8.32 4.58
C 4.37 8.90 4.56
C 4.28 10.27 4.47
C 5.43 11.13 4.43
O 5.23 12.40 4.35
N 5.77 6.89 4.65
O 4.67 6.24 4.68
O 6.92 6.39 4.67
H 8.87 10.59 4.35
H 7.80 8.56 4.50
H 3.52 8.22 4.63
H 3.33 10.78 4.43
S 6.69 14.06 11.37
C 6.73 14.00 9.62
C 5.53 13.99 8.88
C 5.59 14.01 7.47
N 6.77 14.04 6.79
C 7.93 14.01 7.51
C 7.95 13.97 8.91
C 6.57 15.79 11.54
C 5.34 16.45 11.60
C 5.33 17.85 11.68
N 6.45 18.59 11.74
C 7.61 17.94 11.68
C 7.74 16.55 11.60
H 4.56 14.00 9.37
H 4.68 14.00 6.86
H 8.85 13.97 6.94
H 8.91 13.95 9.43
H 4.40 15.92 11.50
H 4.40 18.42 11.70
H 8.51 18.57 11.69
H 8.73 16.09 11.52
C 8.00 18.26 4.85
C 7.94 16.74 4.67
N 9.10 16.06 4.81
O 6.85 16.15 4.42
H 8.98 18.62 5.19
H 7.22 18.54 5.58
H 7.73 18.75 3.90
H 10.00 16.50 4.90
H 9.02 15.06 4.63
*
```

## Properties
ΔE to the lowest compared entry with this formula, charge and spin   0.00 kJ/mol
Kohn-Sham gap (spin up / spin down)   8.068 / 6.080 eV
LUMO (spin up / spin down)   -3.5 / -5.4 eV


Record 7
The following is a DFT calculation (the ωB97M-V functional and the def2-TZVPD basis) of the molecule C19H17NO4S at a distorted geometry.

The geometry in ORCA input format:
```
! RIJCOSX wB97M-V def2-TZVPD def2/J DEFGRID3
* xyz 0 1
C 1.84 3.10 2.52
C 0.75 2.06 2.74
H -0.01 2.42 3.43
H 0.30 1.76 1.80
S 1.52 0.57 3.52
O 2.33 -0.06 2.46
C -0.03 -0.44 3.61
C -0.74 -0.52 2.27
O -1.87 -0.13 2.11
N 0.05 -1.03 1.30
C -0.47 -1.25 0.01
C -0.07 -0.54 -1.07
O -0.61 -0.68 -2.30
C -1.65 -1.53 -2.46
C -2.22 -1.61 -3.74
C -3.28 -2.46 -3.96
C -3.79 -3.25 -2.92
C -3.23 -3.18 -1.67
C -2.15 -2.32 -1.42
C -1.54 -2.25 -0.08
O -1.86 -2.97 0.85
H -3.59 -3.77 -0.85
H -4.62 -3.91 -3.11
H -3.72 -2.52 -4.94
H -1.82 -0.99 -4.52
C 1.00 0.49 -1.03
C 0.72 1.78 -1.47
C 1.69 2.76 -1.40
C 2.95 2.45 -0.92
C 3.24 1.16 -0.50
C 2.27 0.18 -0.55
H 2.51 -0.82 -0.25
H 4.22 0.92 -0.13
H 3.71 3.22 -0.87
H 1.46 3.76 -1.74
H -0.27 2.01 -1.84
H 1.06 -1.01 1.45
H 0.28 -1.44 3.93
H -0.68 0.00 4.36
H 2.26 3.42 3.47
H 1.44 3.97 2.00
H 2.63 2.66 1.91
*
```

## Properties
ΔE to the lowest compared entry with this formula, charge and spin   179.54 kJ/mol
Kohn-Sham gap   8.935 eV
LUMO   0.2 eV


Record 8
The following is a DFT calculation (the ωB97M-V functional and the def2-TZVPD basis) of a structure of composition C19H18BF4N10O2ReS at a distorted geometry.

The geometry in ORCA input format:
```
! RIJCOSX wB97M-V def2-TZVPD def2/J DEFGRID3
* xyz 1 2
Re 0.73 -0.50 -0.02
O 2.21 0.30 1.21
N 1.89 1.32 1.95
N 0.66 1.53 1.95
O -0.17 0.76 1.22
C 0.06 2.59 2.73
C 0.77 3.15 3.78
C 0.17 4.15 4.52
C -1.12 4.58 4.21
C -1.80 4.01 3.15
C -1.21 3.00 2.39
H 1.77 2.80 4.02
H 0.71 4.60 5.34
H -1.58 5.36 4.80
H -2.79 4.35 2.89
H -1.72 2.56 1.55
N 1.27 -1.93 2.92
C 0.11 -2.33 2.40
N -0.68 -3.11 3.13
C -1.81 -3.50 2.55
N -2.66 -4.23 3.26
N -2.17 -3.23 1.26
C -1.35 -2.46 0.62
N -0.21 -1.92 1.13
C -1.61 -2.13 -0.80
C -2.62 -2.70 -1.53
C -2.73 -2.36 -2.87
C -1.84 -1.45 -3.42
C -0.84 -0.92 -2.62
N -0.72 -1.27 -1.33
H 1.51 -2.28 3.83
H 1.93 -1.39 2.38
H -2.44 -4.46 4.22
H -3.52 -4.53 2.85
H -3.30 -3.39 -1.05
H -3.51 -2.79 -3.49
H -1.92 -1.13 -4.45
H -0.13 -0.20 -2.99
C 5.53 -1.58 -4.06
C 4.42 -1.07 -3.21
C 3.93 0.23 -3.32
C 2.89 0.61 -2.50
N 2.38 -0.26 -1.62
C 2.92 -1.48 -1.59
S 2.08 -2.42 -0.39
N 3.89 -1.94 -2.33
H 6.00 -0.78 -4.64
H 5.15 -2.33 -4.75
H 6.28 -2.06 -3.44
H 4.35 0.93 -4.03
H 2.45 1.60 -2.52
F -1.66 1.42 -0.99
B -0.60 2.24 -1.34
F -0.53 2.46 -2.69
F -0.44 3.33 -0.54
F 0.69 1.36 -1.08
*
```

## Properties
ΔE to the lowest compared entry with this formula, charge and spin   0.64 kJ/mol
Kohn-Sham gap (spin up / spin down)   7.669 / 6.703 eV
LUMO (spin up / spin down)   -3.7 / -4.5 eV


Record 9
The following is a DFT calculation (the ωB97M-V functional and the def2-TZVPD basis) of a structure of composition C19H18BrN5O6S2V at a distorted geometry.

The geometry in ORCA input format:
```
! RIJCOSX wB97M-V def2-TZVPD def2/J DEFGRID3
* xyz 1 3
V 0.55 -0.16 1.32
O 2.74 -1.30 3.46
S 2.20 -0.07 2.98
O 2.68 1.18 3.46
O 0.66 -0.13 3.14
O 2.33 -0.09 1.43
N -1.16 -0.08 -2.42
C -0.21 -0.09 -3.47
C -0.65 -0.11 -4.78
C 0.27 -0.11 -5.82
C 1.63 -0.08 -5.55
C 2.07 -0.07 -4.23
C 1.15 -0.07 -3.19
S 1.76 -0.03 -1.51
N 0.34 -0.12 -0.60
C -0.86 -0.10 -1.11
C -1.91 -0.07 -0.09
C -3.28 0.01 -0.30
C -4.13 0.07 0.79
C -3.58 0.07 2.07
C -2.21 -0.01 2.21
N -1.38 -0.10 1.16
H -2.13 -0.04 -2.69
H -1.71 -0.14 -4.99
H -0.08 -0.12 -6.84
H 2.35 -0.08 -6.35
H 3.13 -0.05 -4.01
H -3.68 0.03 -1.31
H -5.20 0.12 0.65
H -4.21 0.13 2.94
H -1.73 0.01 3.18
N 0.74 5.57 1.35
C 1.12 4.28 1.93
C 0.36 3.15 1.23
O -0.56 3.53 0.39
O 0.59 1.98 1.46
H 0.43 6.23 2.05
H -0.47 4.53 0.37
H 1.50 5.99 0.84
H 0.87 4.22 2.99
H 2.18 4.05 1.86
Br 0.77 -6.79 1.52
C 0.72 -4.92 1.48
C -0.21 -4.22 2.25
C -0.24 -2.85 2.15
N 0.57 -2.15 1.35
C 1.51 -2.83 0.67
C 1.61 -4.20 0.70
H -0.88 -4.74 2.91
H -0.93 -2.28 2.75
H 2.21 -2.24 0.09
H 2.38 -4.70 0.13
*
```

## Properties
ΔE to the lowest compared entry with this formula, charge and spin   103.38 kJ/mol
Kohn-Sham gap (spin up / spin down)   6.803 / 6.710 eV
LUMO (spin up / spin down)   -3.8 / -4.1 eV


Record 10
The following is a DFT calculation (the ωB97M-V functional and the def2-TZVPD basis) of a structure of composition C19H18BrN6O2S2Ti.

The geometry in ORCA input format:
```
! RIJCOSX wB97M-V def2-TZVPD def2/J DEFGRID3
* xyz 4 2
Ti 0.58 0.29 0.96
C -3.04 -0.79 1.42
C -2.69 0.47 0.76
N -1.49 1.01 0.64
C -1.54 2.24 0.00
C -2.84 2.61 -0.38
S -3.95 1.45 0.03
C -0.33 2.94 -0.16
C -0.12 4.24 -0.61
S 1.50 4.67 -0.48
C 1.89 3.11 0.16
N 0.85 2.31 0.26
C 3.28 2.78 0.56
H -2.16 -1.34 1.77
H -3.62 -1.42 0.74
H -3.68 -0.59 2.29
H -3.13 3.52 -0.89
H -0.86 4.94 -0.97
H 3.69 3.57 1.20
H 3.92 2.73 -0.33
H 3.34 1.84 1.10
Br 0.68 -2.18 3.35
C 2.24 -1.94 2.33
C 3.39 -2.64 2.61
C 4.48 -2.48 1.77
C 4.38 -1.63 0.67
C 3.20 -0.96 0.46
N 2.14 -1.08 1.29
H 3.42 -3.32 3.46
H 5.40 -3.03 1.97
H 5.20 -1.51 -0.02
H 3.07 -0.32 -0.41
O 1.10 1.09 2.76
N 0.11 0.46 2.91
N -4.04 -2.19 -3.51
C -3.49 -1.48 -2.54
O -4.05 -0.73 -1.74
C -2.01 -1.49 -2.24
C -1.53 -2.33 -1.24
C -0.43 -1.92 -0.52
N 0.20 -0.75 -0.78
C -0.12 -0.08 -1.91
C -1.22 -0.42 -2.67
H -5.04 -2.15 -3.65
H -3.49 -2.77 -4.13
H -2.06 -3.23 -0.96
H -0.07 -2.49 0.33
H 0.47 0.80 -2.14
H -1.50 0.18 -3.52
*
```

## Properties
Kohn-Sham gap (spin up / spin down)   6.898 / 5.299 eV
LUMO (spin up / spin down)   -14.3 / -15.9 eV